# C3H8N2O

A structure of composition C3H8N2O (wB97M-V/def2-TZVPD, OMol25).

Atoms and positions in Å:
C 2.105 0.597 0.079
C -1.627 0.455 0.789
C -0.660 -0.182 -0.154
N -0.872 -1.461 -0.591
O 1.269 -0.265 -1.385
N 0.395 0.466 -0.543
H -0.201 -1.745 -1.300
H -1.821 -1.780 -0.695
H 1.778 0.887 1.076
H 2.769 -0.261 0.120
H 2.498 1.430 -0.483
H -2.626 0.517 0.346
H -1.709 -0.124 1.713
H -1.298 1.466 1.027

LUMO energy (eV): 0.799
Relative energy (zero: lowest compared OMol25 entry of this formula, charge and spin) (eV): 5.564
Gap between HOMO and LUMO (eV): 8.53
E_HOMO (hartree): -0.2842

How is the electron density shared among the atoms? According to natural (NBO), the charges in e are: C -0.208; C -0.658; C 0.380; N -0.810; O -0.606; N -0.185; H 0.421; H 0.385; H 0.179; H 0.202; H 0.218; H 0.222; H 0.224; H 0.236